[1]
Formula: C18H24IN6O3Ta
Source: the Open Molecules 2025 dataset
Level of theory: wB97M-V/def2-TZVPD

Computed properties:
Energy relative to the best compared isomer or geometry (same formula, charge and spin)   0.00 kJ/mol
Molecular weight   680.28 g/mol
Total charge   +4

XYZ file:
```
53
C18H24IN6O3Ta | the Open Molecules 2025 dataset | wB97M-V/def2-TZVPD
Ta -0.336 0.200 0.141
I -3.108 0.295 1.109
O -0.547 4.452 0.488
O 0.036 1.908 0.763
O -1.559 -0.863 -1.257
N -0.675 1.557 -1.623
N 1.503 -0.214 -0.989
N -3.116 -1.814 -2.564
N 0.824 0.144 1.995
N -0.013 -1.946 0.788
N 1.216 1.309 2.578
C -3.876 -0.806 -0.520
C 1.863 3.999 3.246
C -0.215 -4.341 0.599
C 0.440 -4.534 1.801
C 1.391 6.320 2.949
C 1.575 1.667 -2.651
C -0.420 -3.053 0.127
C 0.654 -2.162 1.969
C 0.519 6.048 1.908
C 1.100 -0.957 2.615
C 0.972 3.685 2.178
C 2.341 0.921 -1.580
C -2.778 -1.166 -1.487
C 0.306 4.743 1.509
C 2.073 5.294 3.619
C 0.889 -3.410 2.497
C 0.433 2.484 -2.084
C 0.775 2.317 1.891
H 1.215 0.970 -3.417
H -0.897 -2.908 -0.825
H 2.628 1.573 -0.755
H -2.426 -2.086 -3.258
H -1.460 2.160 -1.357
H -4.080 -2.068 -2.763
H -0.984 1.033 -2.440
H -4.361 -1.693 -0.111
H 0.738 3.075 -1.224
H -0.564 -5.180 0.011
H 2.125 -0.739 -0.368
H 1.289 -0.861 -1.754
H 0.616 -5.531 2.189
H -4.632 -0.174 -0.989
H 0.023 3.168 -2.825
H 3.247 0.471 -1.984
H 2.755 5.530 4.423
H 1.637 -0.943 3.559
H 2.374 3.193 3.755
H 1.419 -3.507 3.437
H 0.001 6.858 1.407
H 1.545 7.349 3.249
H -0.958 5.279 0.190
H 2.266 2.330 -3.174
```

=====

[2]
Formula: C18H24N2O5
Source: the Open Molecules 2025 dataset
Level of theory: wB97M-V/def2-TZVPD

Computed properties:
Energy relative to the best compared isomer or geometry (same formula, charge and spin)   12.60 kJ/mol
Molecular weight   348.40 g/mol

XYZ file:
```
49
C18H24N2O5 | the Open Molecules 2025 dataset | wB97M-V/def2-TZVPD
O -2.766 -4.757 0.843
O -2.636 -2.519 -0.572
O 0.078 -1.005 2.630
O -1.255 -6.010 1.854
O 2.336 5.397 -2.268
N 0.642 1.027 1.804
N -0.914 -1.264 -1.258
C -1.524 -5.042 1.194
C 0.412 3.984 -1.760
C 0.485 -0.951 -1.429
C -0.071 2.862 -1.105
C 0.878 0.665 4.160
C 0.761 2.043 -0.357
C 2.106 2.406 -0.261
C 1.535 6.251 -3.049
C -0.575 -3.674 -0.766
C -1.680 -0.057 -1.012
C 1.755 4.325 -1.671
C 0.294 0.807 0.393
C -0.435 -4.078 0.716
C -1.225 0.548 0.317
C 1.056 -0.442 -0.109
C -1.443 -2.438 -0.864
C 2.598 3.520 -0.902
C 0.485 0.126 2.802
H -0.277 4.585 -2.332
H -1.124 2.651 -1.191
H 0.227 1.493 4.434
H 1.048 -1.815 -1.779
H 1.090 5.721 -3.897
H -2.844 -3.916 0.311
H 0.954 -1.225 0.642
H 3.638 3.793 -0.823
H 1.907 1.018 4.144
H 2.114 -0.212 -0.229
H 0.945 1.957 2.046
H 0.743 6.716 -2.453
H -0.465 -3.197 1.364
H 0.521 -4.576 0.880
H -1.771 1.467 0.531
H -1.072 -4.478 -1.316
H 0.410 -3.533 -1.200
H 0.779 -0.125 4.898
H 2.781 1.810 0.335
H -1.466 -0.172 1.101
H -2.736 -0.323 -0.954
H 2.205 7.024 -3.420
H 0.559 -0.171 -2.195
H -1.523 0.623 -1.852
```

=====

Question: Look up the molecular weight of the first one.
Answer: 680.28 g/mol